Record 1
# C6H11ClN3O4

A gas-phase ion, C6H11ClN3O4 (charge +1) (ωB97M-V/def2-TZVPD, OMol25).

The geometry in ORCA input format:
```
! RIJCOSX wB97M-V def2-TZVPD def2/J DEFGRID3
* xyz 1 1
C 1.02079 -0.86306 0.43915
C 0.78409 0.56002 0.15220
C -1.30104 -1.33647 -0.41481
C 1.53832 1.50356 1.07954
C 1.15381 1.09292 -1.22840
C -1.31315 -1.73374 -1.82102
N -0.69802 0.85651 0.28430
N -1.63476 0.00430 0.06566
N 0.58601 -1.28295 1.79010
O -2.84844 0.29159 0.10400
O 0.84498 -2.36417 2.17685
O 0.09534 -0.42098 2.46606
O -1.07802 2.08214 0.50713
Cl -1.79525 -2.51177 0.84865
H 1.64124 -1.61750 0.03931
H 2.60555 1.23177 1.16914
H 1.09190 1.62998 2.07742
H 1.62115 2.56125 0.80783
H 1.08831 2.10299 -1.17291
H 0.43077 0.82370 -2.04972
H 2.14344 0.84518 -1.50803
H -2.11449 -2.56648 -1.98719
H -0.30358 -2.04510 -2.07291
H -1.56197 -0.94978 -2.59940
H -1.99698 2.10608 0.84708
*
```

The value obtained for the orbital gap (spin up / spin down) is 8.3 / 7.7 eV. The maximum force is 0.082 hartree/bohr. For the LUMO energy (spin up / spin down), the calculation gives -5.81 / -6.03 eV.

Mulliken population analysis, charges in e, atoms 1 to 4:
1. C -1.4362
2. C 1.5910
3. C 0.3983
4. C -1.6123


Record 2
# C10H16O

2 unconnected molecules or ions with the total composition C10H16O (ωB97M-V/def2-TZVPD, OMol25).

The geometry in ORCA input format:
```
! RIJCOSX wB97M-V def2-TZVPD def2/J DEFGRID3
* xyz 0 1
C -0.42442 -0.28373 -2.44422
C -0.19722 -0.94916 -1.14593
C -0.89466 -0.57422 -0.02144
C -0.63197 -1.11296 1.28344
C 0.29046 -2.18332 1.41079
O 0.96619 -2.57136 2.52167
C 0.54183 -2.89760 0.19333
C 0.40978 -2.24368 -1.02011
H 0.40929 -0.21385 -3.10470
H -0.76668 0.72073 -2.38455
H -1.18834 -0.90277 -2.82492
H -1.64596 0.20870 -0.04201
H -1.23337 -0.47946 2.00051
H 0.37153 -2.70841 3.28126
H 0.93947 -3.84595 0.10205
H 0.62686 -2.68705 -1.96286
C -0.94201 3.13088 -0.90127
C -0.28359 3.89644 0.27974
C 1.21164 3.56652 0.16620
H -1.06218 2.04030 -0.85244
H -1.96440 3.50534 -1.06364
H -0.61298 3.40377 -1.88996
H -0.57296 3.54249 1.21556
H -0.26869 5.10798 0.28059
H 1.62919 4.44694 -0.37936
H 1.47400 2.62218 -0.46443
H 1.65660 3.71494 1.11238
*
```

The value obtained for the orbital gap is 9.2 eV. Its SMILES is Cc1ccc(O)cc1.CCC. The maximum force is 0.064 hartree/bohr. For the LUMO energy, the calculation gives 0.83 eV.

Mulliken population analysis, charges in e, atoms 1 to 4:
1. C -1.3787
2. C 0.6900
3. C -0.3476
4. C -0.5343